Entry 1:
64
Properties=species:S:1:pos:R:3:forces:R:3 method="wB97M-V/def2-TZVPD" multiplicity=1 relative_energy_kcal_mol=0.0 orbital_gap_ev=10.40 homo_energy_ev=-10.5
C 9.564 -25.314 14.564 0.4 0.6 0.2
C 9.579 -25.985 13.280 -0.3 -0.3 0.0
N 9.541 -26.468 12.239 0.0 0.0 0.0
H 10.305 -25.710 15.256 0.0 -0.2 -0.1
H 8.587 -25.343 15.043 -0.1 -0.1 -0.1
H 9.849 -24.277 14.380 -0.2 0.1 0.2
C 13.302 -19.225 10.650 -0.4 0.0 -0.7
C 11.878 -19.548 10.767 0.1 -0.1 0.3
N 10.766 -19.828 10.848 0.1 0.2 0.0
H 13.394 -18.491 9.849 0.2 0.1 0.1
H 13.830 -20.121 10.329 0.1 0.0 0.2
H 13.723 -18.823 11.565 -0.1 -0.1 0.1
C 1.433 -23.026 11.128 -0.7 -0.5 1.0
C 1.676 -23.058 12.578 0.0 0.2 -0.7
N 1.858 -23.093 13.706 0.1 -0.2 0.5
H 2.130 -23.712 10.654 0.1 0.3 -0.3
H 1.414 -22.004 10.764 0.3 0.0 -0.2
H 0.426 -23.442 11.026 0.1 0.0 -0.3
C 4.385 -19.751 8.526 0.2 -1.2 0.1
C 3.101 -19.654 9.207 0.0 0.6 -0.2
N 2.094 -19.530 9.743 0.0 -0.3 0.0
H 4.282 -19.797 7.444 -0.2 0.3 0.0
H 4.793 -20.734 8.797 0.2 0.2 0.1
H 5.089 -18.986 8.835 -0.2 0.2 0.0
C 9.255 -25.297 9.392 -0.2 -0.1 0.4
C 10.410 -26.133 9.102 0.1 -0.2 -0.1
N 11.321 -26.796 8.879 -0.1 0.1 0.0
H 9.500 -24.621 10.209 0.0 0.2 -0.2
H 8.444 -25.909 9.784 0.0 -0.1 -0.1
H 8.912 -24.762 8.510 0.1 0.1 0.0
C 7.459 -18.138 11.727 0.0 -0.4 -0.9
C 6.168 -17.653 11.239 0.0 0.4 0.4
N 5.150 -17.250 10.887 0.2 -0.2 -0.1
H 8.267 -17.623 11.209 0.0 0.2 0.1
H 7.543 -19.175 11.399 0.1 -0.1 0.4
H 7.575 -18.053 12.800 -0.2 0.0 0.1
C 12.399 -20.986 17.085 -0.2 0.4 -0.9
C 11.327 -21.566 16.270 0.0 -0.1 0.2
N 10.489 -22.021 15.631 0.1 0.0 0.0
H 12.499 -19.943 16.776 -0.1 0.0 0.2
H 13.341 -21.460 16.821 0.0 -0.2 0.3
H 12.160 -21.039 18.141 0.1 -0.1 0.1
C 4.623 -22.086 11.796 -0.8 -0.2 -0.9
O 5.877 -21.552 12.182 0.1 0.8 0.3
C 6.953 -22.302 12.000 -0.6 -0.3 -0.1
O 6.929 -23.399 11.502 0.6 -0.4 -0.1
O 8.011 -21.655 12.454 0.4 0.1 0.3
C 9.256 -22.336 12.200 -0.2 0.0 -0.5
H 4.011 -22.304 12.667 0.3 -0.1 0.0
H 4.725 -22.960 11.151 0.3 -0.1 0.4
H 4.091 -21.356 11.184 0.2 0.3 0.3
H 9.192 -23.361 12.550 0.0 -0.1 -0.1
H 10.074 -21.817 12.684 -0.3 0.3 0.3
H 9.411 -22.283 11.123 0.2 -0.3 0.0
C 6.017 -26.330 12.652 -0.2 0.3 0.0
Cl 6.079 -27.339 14.114 0.1 0.1 -0.3
Cl 4.524 -25.380 12.643 0.0 -0.1 0.2
Cl 6.142 -27.268 11.177 0.0 -0.3 -0.1
H 6.847 -25.634 12.636 0.0 0.0 0.2
C 3.004 -19.580 14.587 -0.1 -0.3 1.2
Cl 3.399 -18.203 15.655 -0.1 0.0 -0.2
Cl 3.232 -19.209 12.929 0.1 0.3 -0.7
Cl 1.364 -20.168 14.906 0.0 0.3 0.0
H 3.678 -20.365 14.911 0.0 -0.1 -0.3



Entry 2:
21
Properties=species:S:1:pos:R:3:forces:R:3 method="wB97M-V/def2-TZVPD" multiplicity=1 relative_energy_kcal_mol=42.9 orbital_gap_ev=8.34 homo_energy_ev=-7.4
C -0.820 -0.491 1.113 0.9 -0.2 0.1
C -1.991 -0.325 0.143 0.2 -0.4 -0.4
C 0.675 -0.685 -0.950 0.6 0.4 -1.5
C 0.656 -0.475 0.482 -1.4 1.3 1.1
N -0.992 0.504 2.161 0.2 -0.1 0.4
N 1.039 1.635 -1.653 0.1 1.2 0.6
C 0.819 0.290 -1.870 0.1 -1.4 0.1
C 1.737 -0.072 1.169 -0.5 -0.6 -0.3
O 0.477 -2.003 -1.303 0.1 -0.3 -0.5
H 0.554 -2.072 -2.268 -0.1 -0.1 0.4
H -0.895 -1.483 1.571 -0.2 0.1 0.1
H -0.782 1.428 1.790 0.0 -0.1 0.1
H -0.349 0.322 2.927 -0.1 0.2 -0.1
H 0.856 1.921 -0.693 0.1 0.1 -0.4
H 0.590 2.244 -2.331 0.1 -0.2 0.4
H 0.908 0.035 -2.924 -0.3 -0.3 0.0
H -2.008 -1.127 -0.601 0.1 0.2 0.0
H -1.948 0.634 -0.384 0.0 -0.1 0.0
H -2.948 -0.380 0.677 0.4 0.1 0.1
H 2.729 -0.098 0.723 -0.2 0.1 -0.1
H 1.693 0.198 2.220 -0.1 0.0 -0.1



Entry 3:
126
Properties=species:S:1:pos:R:3:forces:R:3 method="wB97M-V/def2-TZVPD" charge=+1 multiplicity=1 relative_energy_kcal_mol=0.0 orbital_gap_ev=5.09 homo_energy_ev=-9.7
C 1.530 -0.604 -3.090 1.1 -1.7 2.2
C 0.361 -0.595 -2.054 0.0 -2.2 -3.2
C 0.340 -2.124 -1.497 -6.5 3.9 -4.0
C -0.714 -2.258 -0.485 -3.2 -3.0 -1.1
C -1.003 -1.069 0.352 -1.6 0.1 2.5
C 0.061 -0.002 0.480 -1.3 2.3 1.0
N 0.546 0.383 -0.887 3.2 -1.0 -1.0
O 1.384 1.240 -1.003 -1.7 -0.8 0.2
C 1.196 -0.384 1.470 -5.5 -4.3 -2.1
C -0.603 1.322 1.020 -2.2 -2.4 -1.4
C -0.909 -0.280 -2.907 -1.5 1.3 6.2
H 1.485 -1.084 -4.070 -1.3 -1.0 0.6
H 2.444 -0.972 -2.590 -0.5 -0.1 -0.3
H 1.832 0.285 -3.444 0.7 4.0 -0.6
H 1.156 -2.372 -1.106 7.5 -1.7 2.8
H 0.138 -2.763 -2.384 0.3 0.6 0.5
H -0.528 -3.120 0.104 0.9 -0.7 1.0
H -1.641 -2.758 -1.023 1.1 2.0 1.1
H -1.342 -1.291 1.432 1.2 -0.3 -1.3
H -1.973 -0.680 0.110 -0.3 1.0 -1.0
H 1.533 -1.341 1.124 0.9 -0.4 0.4
H 0.593 -0.487 2.367 0.2 -0.5 0.3
H 1.827 0.320 1.626 4.6 4.5 0.6
H -0.884 1.278 2.066 -1.0 -0.9 0.0
H -1.371 1.628 0.273 -0.1 -0.4 1.2
H -0.040 2.145 1.091 3.2 2.8 -0.4
H -1.143 -0.898 -3.637 0.3 -3.4 -3.7
H -0.977 0.692 -3.283 0.4 1.7 -0.4
H -1.858 -0.468 -2.299 1.1 0.7 -0.2
N -4.483 4.018 2.958 -2.3 1.8 2.5
C -5.810 4.016 2.410 2.0 -1.3 -2.7
C -5.487 3.567 1.004 3.7 1.9 4.9
C -4.008 3.483 0.733 -2.1 1.8 6.4
C -3.466 3.861 2.087 1.7 -1.3 -2.0
H -4.384 4.260 3.989 0.3 -0.4 -2.2
H -6.861 4.346 2.999 3.6 -1.3 -1.8
H -6.256 3.404 0.407 -3.0 -0.8 -3.1
H -3.337 3.168 -0.032 -0.3 -0.2 -0.7
H -2.292 3.941 2.502 -3.6 -0.3 -1.4
N 1.352 3.697 6.446 -0.3 -1.2 -0.5
C 0.010 3.895 6.219 0.3 -2.5 -4.8
C -0.323 2.962 5.022 1.7 2.2 4.5
C 0.777 2.066 4.870 0.8 3.5 1.7
C 1.866 2.625 5.728 -1.4 -1.4 -1.5
H 1.950 4.272 7.040 -0.5 -0.4 -0.1
H -0.575 4.723 6.587 0.3 0.0 0.2
H -1.221 3.118 4.450 -0.2 -0.6 0.1
H 0.690 1.293 4.121 0.9 -0.2 0.2
H 2.941 2.293 5.823 -1.6 0.5 0.0
C 2.217 4.729 -1.866 -0.7 2.0 -0.7
N 3.615 4.254 -1.720 -0.3 -1.4 -0.5
O 3.895 3.793 -0.606 0.3 0.6 -0.8
O 4.299 4.206 -2.720 0.2 0.3 1.0
H 1.585 3.888 -1.380 0.7 2.0 -1.0
H 2.007 5.070 -2.965 0.3 -1.6 2.0
H 2.249 5.772 -1.381 -0.6 -1.9 0.1
C 5.349 0.692 0.235 0.0 -0.2 -0.8
N 4.579 0.299 -0.986 -1.1 -0.9 -2.6
O 3.954 -0.756 -0.926 0.0 0.1 0.7
O 4.652 0.919 -2.055 0.3 -0.1 2.3
H 5.294 -0.270 0.910 0.2 2.4 -1.2
H 4.752 1.637 0.622 2.0 -1.8 -0.6
H 6.356 0.787 -0.370 -1.4 0.6 2.4
C 0.492 -2.597 5.662 4.0 -8.3 -3.3
N -0.285 -3.288 4.712 -0.8 -2.7 -4.5
O -0.874 -2.646 3.822 0.6 -0.6 1.8
O -0.194 -4.543 4.669 -0.6 2.4 0.5
H 0.027 -2.610 6.435 -6.4 1.6 9.3
H 0.928 -1.840 5.319 3.2 6.4 -2.6
H 1.181 -3.416 6.076 0.0 1.2 -1.3
C 2.477 -5.449 3.123 -10.3 0.4 6.3
N 1.861 -4.276 2.441 2.1 -1.4 0.4
O 2.381 -3.188 2.507 0.2 0.7 0.8
O 1.003 -4.584 1.690 -2.1 0.0 -1.4
H 3.111 -5.865 2.653 8.9 -4.3 -7.4
H 1.700 -6.430 3.085 1.4 3.2 0.4
H 2.875 -5.440 4.112 -0.3 1.3 0.9
C 1.194 -5.341 -6.080 -2.9 0.0 -0.9
N 0.765 -4.342 -5.036 -1.5 -0.4 -4.8
O -0.367 -3.935 -5.207 -0.6 0.7 1.2
O 1.586 -3.985 -4.284 1.5 1.2 2.6
H 1.752 -5.862 -5.452 3.0 -3.2 2.1
H 1.850 -4.982 -6.878 -0.8 0.5 0.1
H 0.281 -5.982 -6.318 1.4 1.3 -0.3
C 1.899 4.726 2.343 1.6 3.7 -0.7
N 0.896 5.317 1.411 0.6 -0.2 -0.9
O 1.030 6.414 0.882 0.1 -0.9 0.9
O 0.000 4.545 1.174 -1.3 -0.2 -0.6
H 2.278 5.666 2.865 0.6 -1.7 -0.8
H 2.537 4.011 1.808 0.3 1.0 -0.1
H 1.383 4.182 3.022 -1.9 -1.6 2.1
C -2.424 -5.017 1.949 2.8 1.5 -2.0
N -3.179 -5.248 0.694 -2.7 1.1 0.0
O -3.346 -4.244 0.019 0.5 -0.3 -0.4
O -3.761 -6.310 0.477 1.4 0.7 0.5
H -2.463 -3.976 2.400 -0.4 -1.4 -1.0
H -1.375 -5.236 1.593 -0.8 0.5 0.7
H -2.685 -5.785 2.554 -0.9 -2.1 2.2
C 5.456 -3.665 0.372 1.7 7.2 -5.0
N 4.809 -3.947 -0.984 -1.4 0.1 2.7
O 5.548 -4.147 -1.889 0.2 -0.1 -1.6
O 3.575 -4.023 -0.951 1.2 0.1 -0.6
H 5.265 -2.529 0.592 -0.4 -2.6 0.2
H 6.503 -3.698 0.172 0.8 -0.2 -0.1
H 5.208 -4.399 0.926 -2.3 -4.4 4.5
C -5.805 -0.032 -3.091 -5.5 -5.6 6.9
N -4.714 -0.258 -2.182 3.0 -2.9 -0.5
O -4.009 -1.296 -2.369 -1.7 1.9 -0.1
O -4.471 0.506 -1.297 -0.3 1.0 0.5
H -6.544 0.641 -2.617 0.3 -0.6 0.7
H -6.390 -1.042 -3.277 1.6 2.1 0.2
H -5.701 0.482 -3.855 2.6 4.1 -7.7
C -1.919 5.368 -1.507 0.8 -1.1 1.7
N -1.223 4.186 -2.094 1.7 1.7 -1.0
O -1.207 3.183 -1.399 0.1 -0.1 -1.2
O -0.544 4.414 -3.131 -1.7 -1.3 2.3
H -1.392 6.241 -1.732 0.6 1.2 -1.0
H -1.851 5.246 -0.433 0.2 -0.3 0.2
H -2.948 5.384 -1.666 -1.6 -0.1 -1.1
C -3.118 -0.990 -6.399 -0.7 0.0 -3.1
N -2.350 0.282 -6.655 2.2 1.7 -1.2
O -1.939 0.959 -5.697 -1.1 -1.4 -1.0
O -2.107 0.615 -7.839 -1.0 -1.2 2.5
H -4.066 -0.787 -7.051 1.8 -1.0 1.0
H -3.415 -0.980 -5.394 -0.1 -0.2 1.5
H -2.512 -1.938 -6.705 -1.1 2.0 0.4



Entry 4:
73
Properties=species:S:1:pos:R:3:forces:R:3 method="wB97M-V/def2-TZVPD" charge=-1 multiplicity=1 relative_energy_kcal_mol=56.4 orbital_gap_ev="6.36 / 6.30" homo_energy_ev="-4.6 / -4.4"
Pt 0.363 1.253 -1.484 0.4 -0.5 -1.7
O 2.456 1.342 -1.189 -0.5 -0.3 -0.1
C 3.175 1.418 -0.122 0.0 0.2 0.3
C 4.584 1.274 -0.290 -0.1 0.0 -0.1
C 5.473 1.382 0.747 0.0 0.0 0.0
C 5.019 1.660 2.040 0.1 0.0 0.1
C 3.665 1.778 2.248 -0.2 0.0 -0.1
C 2.719 1.643 1.218 0.3 -0.1 -0.2
C 1.308 1.624 1.574 -0.5 -0.1 0.0
N 0.264 1.603 0.766 0.1 0.2 0.7
C -0.862 1.478 1.536 0.1 0.0 0.1
C -0.509 1.431 2.846 -0.2 0.1 0.0
N 0.859 1.535 2.859 0.2 0.0 0.1
H 4.925 1.066 -1.296 0.0 0.0 0.0
H 6.533 1.255 0.564 0.0 0.0 0.0
H 5.715 1.768 2.861 0.0 0.0 0.0
H 3.322 1.994 3.254 0.0 0.0 0.0
H -1.842 1.418 1.092 0.0 0.0 0.0
H -1.090 1.350 3.747 0.0 0.0 0.0
H 1.434 1.449 3.675 0.1 -0.1 0.0
O -1.618 1.358 -2.313 0.0 -0.3 0.5
C -2.352 2.301 -2.002 -0.1 -0.1 -0.2
C -1.985 3.669 -1.827 0.5 0.3 0.4
C -3.003 4.608 -1.673 -0.2 0.1 0.0
C -2.722 5.949 -1.530 0.4 -0.4 -0.1
C -1.380 6.385 -1.449 -0.1 -0.1 0.0
C -0.365 5.487 -1.562 0.1 0.3 -0.2
C -0.599 4.098 -1.825 -0.4 -0.2 -0.1
O 0.379 3.337 -2.055 0.4 -0.6 0.6
N -3.791 6.901 -1.499 -0.4 0.3 0.2
O -3.505 8.090 -1.441 0.1 -0.1 0.0
O -4.946 6.495 -1.524 0.1 0.0 0.0
H -3.418 2.072 -1.839 -0.1 0.0 -0.3
H -4.038 4.294 -1.705 0.0 0.0 0.0
H -1.183 7.435 -1.286 0.0 0.0 0.0
H 0.666 5.809 -1.502 0.0 -0.1 0.0
C -0.550 -3.470 -3.026 0.0 0.1 0.1
C 0.258 -3.660 -1.739 -0.1 0.0 0.1
C 1.753 -3.617 -2.070 0.0 0.1 0.1
C -0.082 -5.021 -1.127 0.0 0.1 0.0
Si -0.114 -2.192 -0.559 0.0 -0.6 0.2
O 0.311 -0.873 -1.318 0.1 1.5 -0.2
C 0.900 -2.484 1.028 -0.1 0.1 -0.1
C 0.583 -3.389 2.044 -0.1 0.0 0.0
C 1.358 -3.497 3.189 0.0 -0.1 0.0
C 2.495 -2.713 3.338 0.0 0.0 0.0
C 2.851 -1.836 2.324 0.2 0.1 0.0
C 2.061 -1.727 1.189 0.0 0.0 -0.1
C -1.957 -2.221 -0.067 0.1 0.1 -0.1
C -2.722 -1.122 -0.468 0.0 -0.1 0.0
C -4.065 -1.006 -0.134 -0.1 0.1 0.0
C -4.684 -1.989 0.624 0.0 0.0 0.0
C -3.948 -3.096 1.023 -0.1 0.0 0.0
C -2.611 -3.211 0.670 0.0 -0.1 0.0
H -0.317 -4.260 -3.750 0.0 0.0 0.0
H -0.321 -2.504 -3.479 0.0 0.0 0.0
H -1.625 -3.503 -2.822 0.0 0.0 0.0
H 2.014 -4.404 -2.789 0.0 0.0 0.0
H 2.356 -3.764 -1.170 0.0 0.0 0.0
H 2.020 -2.649 -2.499 0.0 0.0 0.0
H 0.159 -5.826 -1.832 0.0 0.0 0.0
H -1.147 -5.098 -0.893 0.0 0.0 0.0
H 0.492 -5.199 -0.213 0.0 0.0 0.0
H -0.288 -4.026 1.948 0.0 0.0 0.1
H 1.076 -4.195 3.969 0.0 0.0 0.0
H 3.097 -2.800 4.235 0.0 0.0 0.0
H 3.752 -1.236 2.402 0.0 0.0 0.0
H 2.344 -1.049 0.393 0.0 0.1 0.0
H -2.239 -0.355 -1.056 0.0 0.0 0.0
H -4.634 -0.146 -0.471 0.0 0.0 0.0
H -5.729 -1.898 0.894 0.0 0.0 0.0
H -4.423 -3.872 1.613 0.0 0.0 0.0
H -2.078 -4.102 0.981 0.0 0.0 0.0



Entry 5:
107
Properties=species:S:1:pos:R:3:forces:R:3 method="wB97M-V/def2-TZVPD" charge=-1 multiplicity=6 relative_energy_kcal_mol=1.0 orbital_gap_ev="6.53 / 6.66" s2=8.758 homo_energy_ev="-4.5 / -4.6"
Mn -0.187 -0.731 0.090 -0.4 -0.3 0.1
F 2.960 -4.568 -3.713 0.0 0.0 0.0
C 1.829 -4.587 -2.954 0.0 0.0 0.0
F 2.192 -5.036 -1.759 0.0 0.0 0.1
F 1.039 -5.536 -3.512 0.0 0.0 0.0
C 1.170 -3.238 -2.975 0.0 0.1 0.0
C 1.129 -2.619 -4.212 0.0 0.0 0.0
C 0.572 -1.358 -4.356 0.0 0.0 0.0
C 0.093 -0.753 -3.210 -0.1 0.0 -0.1
N 0.106 -1.338 -2.025 0.2 0.0 0.0
C 0.599 -2.595 -1.850 -0.1 -0.1 -0.1
S 0.418 -3.201 -0.252 0.1 0.0 -0.1
H 1.551 -3.128 -5.070 0.0 0.0 0.0
H 0.522 -0.862 -5.314 0.0 0.0 0.0
H -0.324 0.249 -3.234 0.0 0.0 0.0
C 6.125 1.665 2.448 0.0 0.0 0.0
C 5.478 0.702 3.403 0.0 0.0 0.0
C 6.125 0.289 4.560 0.0 0.0 0.0
C 5.531 -0.598 5.447 0.0 0.0 0.0
C 4.273 -1.102 5.163 0.0 0.0 0.0
C 3.611 -0.719 4.006 0.0 0.0 0.0
C 4.201 0.193 3.134 0.0 0.0 0.0
N 3.568 0.617 1.944 0.0 0.0 0.0
C 2.218 0.437 1.659 0.0 0.0 -0.1
N 1.402 0.818 2.665 -0.1 0.0 0.1
C 0.017 0.560 2.938 -0.1 0.0 0.0
C -0.794 -0.154 2.055 0.0 0.1 0.1
C -2.121 -0.337 2.476 0.0 -0.1 0.0
C -2.604 0.150 3.682 0.0 0.0 0.0
C -1.756 0.865 4.518 0.0 0.0 0.0
C -0.434 1.090 4.162 0.0 0.0 0.0
C 0.466 1.881 5.078 0.0 0.0 0.0
N 1.825 0.039 0.493 0.0 0.0 -0.1
C 2.789 -0.423 -0.447 0.1 0.0 0.0
C 3.464 -1.623 -0.233 0.0 0.0 0.0
C 4.317 -2.130 -1.200 0.0 0.0 0.0
C 4.497 -1.439 -2.390 0.0 0.0 0.0
C 3.827 -0.242 -2.598 0.0 0.0 0.0
C 2.967 0.286 -1.641 0.0 0.0 0.0
C 2.236 1.576 -1.880 0.0 0.0 0.0
H 7.060 2.043 2.858 0.0 0.0 0.0
H 5.467 2.511 2.237 0.0 0.0 0.0
H 6.355 1.190 1.488 0.0 0.0 0.0
H 7.113 0.682 4.772 0.0 0.0 0.0
H 6.053 -0.898 6.347 0.0 0.0 0.0
H 3.801 -1.811 5.832 0.0 0.0 0.0
H 2.640 -1.140 3.774 0.0 0.0 0.0
H 4.148 0.565 1.119 0.0 0.0 0.0
H 1.905 1.242 3.426 0.0 0.0 0.0
H -2.800 -0.891 1.831 0.0 0.0 0.0
H -3.636 -0.021 3.970 0.0 0.0 0.0
H -2.120 1.258 5.463 0.0 0.0 0.0
H -0.094 2.234 5.944 0.0 0.0 0.0
H 0.887 2.761 4.580 0.0 0.0 0.0
H 1.304 1.283 5.458 0.0 0.0 0.0
H 3.267 -2.179 0.675 0.0 0.0 0.0
H 4.811 -3.080 -1.037 0.0 0.0 0.0
H 5.141 -1.842 -3.162 0.0 0.0 0.0
H 3.956 0.292 -3.534 0.0 0.0 0.0
H 2.337 1.887 -2.921 0.0 0.0 0.0
H 2.623 2.379 -1.246 0.0 0.0 0.0
H 1.175 1.474 -1.651 0.0 0.0 0.0
C -4.781 4.075 2.825 0.0 0.0 0.0
C -3.344 3.577 2.835 0.0 0.0 0.0
N -2.388 4.574 2.352 0.0 0.0 0.0
C -2.101 5.703 3.231 0.0 0.0 0.0
C -2.586 7.026 2.655 0.0 0.0 0.0
C -1.543 4.387 1.302 0.1 -0.1 0.2
O -0.555 5.089 1.129 0.0 0.0 -0.1
C -1.869 3.282 0.346 0.0 0.0 0.0
C -3.078 3.206 -0.332 -0.1 0.0 0.0
C -3.291 2.164 -1.212 0.0 -0.1 -0.1
C -2.304 1.197 -1.354 -0.1 0.2 -0.1
N -1.144 1.264 -0.704 0.1 0.1 0.0
C -0.924 2.303 0.101 0.0 0.0 0.1
H -5.447 3.291 3.189 0.0 0.0 0.0
H -5.100 4.344 1.817 0.0 0.0 0.0
H -4.904 4.950 3.467 0.0 0.0 0.0
H -3.249 2.671 2.243 0.0 0.0 0.0
H -3.051 3.298 3.851 0.0 0.0 0.0
H -1.024 5.748 3.401 0.0 0.0 0.0
H -2.586 5.501 4.187 0.0 0.0 0.0
H -2.096 7.218 1.701 0.0 0.0 0.0
H -2.350 7.848 3.335 0.0 0.0 0.0
H -3.666 7.008 2.496 0.0 0.0 0.0
H -3.845 3.955 -0.173 0.0 0.0 0.0
H -4.218 2.088 -1.762 0.0 0.0 0.0
H -2.449 0.333 -1.989 -0.1 -0.1 0.0
H 0.033 2.327 0.611 0.0 0.0 0.0
S -7.533 1.575 -0.246 0.0 0.0 -0.1
C -6.428 0.455 -0.817 0.2 0.1 -0.1
S -5.508 -0.590 0.212 0.0 0.0 0.0
C -4.539 -1.169 -1.149 0.0 0.1 0.1
N -4.921 -0.627 -2.270 -0.1 0.0 -0.1
N -5.989 0.249 -2.079 0.0 -0.1 0.1
C -6.406 0.943 -3.250 0.0 0.0 0.1
C -7.746 1.224 -3.489 0.0 0.0 0.0
C -8.103 1.895 -4.649 0.0 0.0 0.0
C -7.140 2.280 -5.570 0.0 0.0 0.0
C -5.806 1.978 -5.332 0.0 0.0 0.0
C -5.436 1.308 -4.177 0.1 0.0 0.0
S -3.241 -2.225 -0.892 0.2 0.0 0.0
H -8.493 0.925 -2.770 0.0 0.0 0.0
H -9.148 2.115 -4.832 0.0 0.0 0.0
H -7.427 2.805 -6.473 0.0 0.0 0.0
H -5.047 2.263 -6.049 0.0 0.0 0.0
H -4.403 1.044 -3.988 -0.1 0.0 0.0